1.
10
Properties=species:S:1:pos:R:3:forces:R:3:lowdin_charge:R:1 method="wB97M-V/def2-TZVPD" multiplicity=1 homo_energy_ev=-9.76 smiles="CC1=C=C1F.F" lumo_energy_ha=-0.0093 e_above_lowest_kcal_mol=92.5
C 1.85577 0.88255 -0.28919 -1.0 -0.9 1.4 0.205
C 1.18224 0.47988 0.89247 2.7 -1.7 0.2 -0.347
C 0.46575 0.40152 -0.15616 2.0 2.5 -1.6 -0.265
C -0.75344 0.85603 -0.65788 -3.3 0.3 1.7 -0.048
F -0.48557 -3.34220 0.11228 0.9 3.0 -0.3 -0.124
F 1.12337 0.11114 2.12170 0.5 0.3 1.7 0.157
H -0.18102 -2.40381 0.02343 -0.9 -3.0 0.3 0.118
H -0.94616 1.75762 0.03542 -0.2 -1.3 -1.3 0.148
H -1.49920 0.08861 -0.43468 -0.6 0.4 -0.3 0.091
H -0.76174 1.16867 -1.64739 0.0 0.4 -1.8 0.065

2.
15
Properties=species:S:1:pos:R:3:forces:R:3:lowdin_charge:R:1 method="wB97M-V/def2-TZVPD" multiplicity=1 homo_energy_ev=-11.02 charge=+1 lumo_energy_ha=-0.2344
N -2.44789 0.57837 -1.75573 7.1 -8.2 -4.0 0.081
C -1.63205 -0.35375 -2.19289 -4.4 5.2 4.3 -0.124
O -0.60283 -1.44545 -2.16825 -4.2 2.6 -1.0 -0.175
N 0.37976 -1.12618 -1.28948 1.3 0.6 4.3 -0.173
C -0.11048 -1.19967 0.13969 -1.4 -0.4 -2.1 -0.301
C -0.14013 0.23025 0.94153 0.3 0.3 0.2 -0.126
C 0.75977 1.42441 0.27056 -3.6 3.3 -1.2 -0.228
F 2.19863 1.02306 0.25382 -2.2 2.3 -1.0 -0.088
F 0.30436 1.88555 -1.06087 2.5 -1.9 5.4 0.076
F 0.61552 2.61563 1.18889 1.3 -4.0 -3.1 0.018
H -1.20841 -1.65708 0.23894 2.3 0.9 -0.1 0.167
H 0.58963 -1.96511 0.71854 -0.7 0.5 -0.2 0.041
H 0.34132 0.01691 2.01278 -1.9 1.2 -1.0 0.057
H -1.23043 0.61873 1.15544 2.3 -0.6 -0.7 0.181
Yb 2.18323 -0.64569 1.54705 1.2 -2.0 0.2 1.593

3.
21
Properties=species:S:1:pos:R:3:forces:R:3:lowdin_charge:R:1 method="wB97M-V/def2-TZVPD" multiplicity=1 homo_energy_ev=-9.93 smiles="O=S(=O)([PH3]C(F)(F)C(F)F)C(F)(F)C(F)(F)F" lumo_energy_ha=0.0066 e_above_lowest_kcal_mol=2.6
O 1.68751 2.19782 0.76158 -0.5 0.0 0.5 -0.356
S 0.90093 1.80681 -0.38487 1.2 0.4 -0.5 0.575
O 1.43685 2.15836 -1.68292 -0.5 0.0 -0.3 -0.365
P 0.77527 -0.45163 -0.36112 0.0 -1.3 0.0 0.916
C 0.81715 -2.36855 -0.41609 -0.4 0.2 0.3 -0.629
F 2.07658 -2.77878 -0.70093 0.5 -0.1 0.0 0.048
F 0.03071 -2.75190 -1.44707 -0.2 0.0 -0.4 0.056
C 0.36352 -3.10191 0.86316 0.0 -0.4 -0.5 -0.337
F -0.71276 -3.87218 0.62004 -0.1 0.0 0.0 0.093
F 0.00809 -2.18878 1.79450 0.0 0.3 0.4 0.049
C -0.76424 2.69434 -0.29389 0.3 0.5 0.6 -0.507
F -1.15056 3.01864 -1.52402 -0.2 -0.1 0.0 0.135
F -0.55265 3.81563 0.41703 0.0 -0.1 -0.1 0.121
C -1.86876 1.88412 0.42667 -0.7 0.3 -0.3 -0.553
F -2.47947 1.07650 -0.46764 0.2 0.2 0.6 0.144
F -2.78534 2.71352 0.95712 0.6 -0.8 -0.3 0.179
F -1.33695 1.12294 1.39546 -0.2 0.2 -0.1 0.143
H 1.58549 -0.39632 -1.50943 -0.1 0.2 0.0 0.048
H -0.62045 -0.46680 -0.55904 0.1 0.1 0.1 0.034
H 1.42691 -0.37359 0.88386 -0.1 0.2 0.0 0.042
H 1.16214 -3.73826 1.22761 0.2 0.0 0.3 0.164

4.
10
Properties=species:S:1:pos:R:3:forces:R:3:lowdin_charge:R:1 method="wB97M-V/def2-TZVPD" multiplicity=1 homo_energy_ev="-9.63 / -11.73" lumo_energy_ha="-0.1278 / -0.0597" e_above_lowest_kcal_mol=154.5
C 3.87140 -0.20633 -0.06542 -2.5 1.2 -0.6 -0.158
C -0.18465 0.24522 -0.67416 0.9 0.2 -0.9 -0.070
C 0.04346 0.12987 0.81508 2.4 -1.9 -0.4 -0.071
C 0.97112 0.93034 -0.01561 -0.6 0.4 -1.8 -0.150
N 4.78032 -0.75375 0.36172 1.4 -0.8 0.6 -0.064
F 1.18079 2.25079 -0.27932 -0.1 -1.9 1.4 0.063
H -0.04976 -0.59313 -1.40382 -0.3 0.7 1.1 0.131
H -0.96027 0.98482 -0.87202 0.1 -0.2 -0.6 0.114
H -0.58990 0.53768 1.49376 -1.9 1.7 1.7 0.073
H 0.33055 -0.86301 1.21316 0.5 0.7 -0.5 0.132

5.
12
Properties=species:S:1:pos:R:3:forces:R:3:lowdin_charge:R:1 method="wB97M-V/def2-TZVPD" multiplicity=1 homo_energy_ev="-8.78 / -8.84" lumo_energy_ha="-0.0234 / -0.0243" e_above_lowest_kcal_mol=152.0
C 1.98104 -0.28463 -0.21894 -0.6 0.8 0.0 -0.104
C 0.89885 0.51954 -0.12646 0.7 0.3 -0.1 -0.043
C 0.33238 -1.63044 0.01207 0.3 -0.4 0.0 -0.122
C -1.42947 0.10236 0.12469 -1.6 3.7 0.1 -0.090
N 1.60488 -1.60960 -0.13409 -0.2 -0.9 0.1 0.086
N -1.60690 2.44981 0.15705 0.8 -1.1 -0.1 0.017
N -0.19718 -0.33152 0.02663 -0.1 -1.5 0.1 -0.046
F -2.42499 -0.73528 0.27410 1.2 -0.9 -0.1 0.099
H 3.01256 -0.02870 -0.34416 0.2 0.2 0.0 0.103
H 0.73792 1.57670 -0.13564 0.0 0.2 0.0 0.092
H -0.28576 -2.50126 0.10498 -0.2 -0.1 0.0 0.129
H -2.62333 2.47302 0.25977 -0.4 -0.3 0.0 -0.123

6.
11
Properties=species:S:1:pos:R:3:forces:R:3:lowdin_charge:R:1 method="wB97M-V/def2-TZVPD" multiplicity=1 homo_energy_ev=-9.05 smiles="O=C1NC=C[C@H]1F" lumo_energy_ha=0.0282 e_above_lowest_kcal_mol=7.1
C -0.46273 -0.78181 0.65449 -1.3 0.7 0.3 -0.258
C -1.04651 -0.12904 -0.56724 -1.1 -0.1 -0.7 -0.039
C -0.17798 0.80453 -0.99151 -1.0 -0.5 -0.7 -0.119
C 0.92130 -0.13461 0.78364 0.5 0.1 -1.2 -0.396
H -1.01926 -0.47611 1.57772 0.3 -0.5 -0.5 0.170
H -2.06531 -0.43183 -0.98397 1.9 0.6 0.5 0.134
H -0.19404 1.39960 -1.90388 -0.3 0.0 0.4 0.122
H 1.76024 1.46519 -0.39749 -0.7 -0.8 0.3 0.166
N 0.92941 0.89987 -0.17074 1.1 0.2 0.6 0.082
O 1.84417 -0.45879 1.46697 0.2 0.0 0.5 0.120
F -0.48930 -2.15700 0.53201 0.5 0.2 0.4 0.017

7.
11
Properties=species:S:1:pos:R:3:forces:R:3:lowdin_charge:R:1 method="wB97M-V/def2-TZVPD" multiplicity=1 homo_energy_ev=-9.84 smiles="O=CNCC#CF" lumo_energy_ha=0.0242 e_above_lowest_kcal_mol=71.6
C -1.88436 -0.08166 -0.02317 -2.2 0.5 0.0 -0.006
C -2.91779 0.49351 -0.21004 0.6 -0.8 -0.2 -0.110
C 1.11319 1.28734 0.20754 0.2 -0.9 2.5 -0.409
C -0.51975 -0.50581 0.13693 -1.4 -1.4 -1.2 -0.228
N 0.24610 0.51588 -0.41553 0.4 -1.1 1.1 0.032
O 1.72214 2.15540 -0.29787 1.8 2.5 -1.5 0.056
F -4.05404 0.96269 -0.53883 -0.5 0.3 0.1 0.140
H 1.27363 1.06520 1.31756 -0.6 -0.2 -0.9 0.156
H -0.36858 -0.63459 1.14477 0.9 -0.6 2.4 0.099
H -0.39211 -1.44676 -0.44467 0.2 0.3 0.7 0.145
H 0.04123 0.47277 -1.34858 0.4 1.4 -3.0 0.124

8.
11
Properties=species:S:1:pos:R:3:forces:R:3:lowdin_charge:R:1 method="wB97M-V/def2-TZVPD" multiplicity=1 homo_energy_ev=-9.65 smiles="F[C@H]1[C@H]2C=NO[C@@H]12" lumo_energy_ha=0.0306 e_above_lowest_kcal_mol=70.2
C -1.21114 0.07005 -0.18260 1.0 0.2 0.5 -0.244
C -0.09319 1.03657 -0.19311 1.9 -0.5 0.7 -0.149
C 1.07840 -0.97355 0.11753 -1.2 0.6 0.6 -0.098
C -0.04012 -0.17875 0.76358 0.0 -0.5 -0.2 -0.089
H -2.08636 0.41188 0.34884 -0.4 -0.2 -0.4 0.149
H -0.11233 2.07269 0.16121 -0.3 -0.5 -0.4 0.156
H 1.48252 -1.91262 0.35163 0.1 -1.2 0.8 0.101
H -0.23081 -0.13828 1.84404 0.3 -0.2 -0.6 0.136
N 1.57563 -0.44610 -0.91310 0.0 0.4 0.3 0.069
O 1.03678 0.79622 -1.04678 -1.1 1.7 -1.3 -0.083
F -1.39938 -0.73813 -1.25124 -0.3 0.0 0.1 0.052

9.
15
Properties=species:S:1:pos:R:3:forces:R:3:lowdin_charge:R:1 method="wB97M-V/def2-TZVPD" multiplicity=7 homo_energy_ev="-21.38 / -23.98" charge=+3 lumo_energy_ha="-0.4745 / -0.6050" s_squared=12.017
O 2.18775 0.71274 -0.93811 -0.9 0.0 0.8 0.055
C 2.90224 0.98422 0.02287 0.9 0.0 -1.2 -0.261
O 2.54759 0.89992 1.22627 -1.1 -0.1 0.9 -0.167
Li 3.22326 1.35670 2.90259 0.7 0.2 0.5 0.902
Fe 0.63874 0.39809 0.40497 0.8 0.1 -1.0 1.332
C -0.91441 -0.53279 1.28927 0.4 -1.0 -0.2 0.039
C -2.02831 0.13118 1.54874 -2.0 1.4 1.7 0.000
H -0.77824 -1.58113 1.58362 0.6 0.2 0.2 0.119
H -2.47598 0.95584 0.99334 0.2 0.1 -0.1 0.177
O -4.24786 -1.09008 3.98298 1.3 0.6 -0.7 0.359
C -3.42209 -1.10748 3.00798 -2.3 -1.8 1.2 -0.456
O -3.29195 -2.16860 2.30667 1.1 0.1 -1.7 0.290
O -2.81747 -0.01681 2.76249 1.9 1.6 -1.9 0.212
H -4.64539 -1.95909 4.15852 -0.4 -0.4 0.2 0.214
H -2.73203 -2.00018 1.47340 -1.3 -0.9 1.4 0.186

10.
14
Properties=species:S:1:pos:R:3:forces:R:3:lowdin_charge:R:1 method="wB97M-V/def2-TZVPD" multiplicity=7 homo_energy_ev="-7.26 / -10.85" lumo_energy_ha="0.0131 / -0.1139" s_squared=12.006 e_above_lowest_kcal_mol=0.0
O 2.26263 -0.33769 -0.81623 -0.5 0.8 0.5 0.063
C 1.91592 -1.55226 -1.24774 2.2 -1.2 -0.9 -0.618
C 1.14192 0.20837 -0.06444 0.6 0.3 0.4 -0.149
O 2.68983 -2.32011 -1.77249 -1.1 0.9 0.6 0.143
O 0.63896 -1.80357 -1.01937 -2.3 0.3 0.7 0.011
C -0.04966 -0.55744 -0.59447 1.7 -0.1 -1.3 -0.259
H 1.08711 1.28811 -0.24462 0.0 -0.3 0.0 0.135
H 1.36534 0.02742 0.99884 -0.2 0.1 -0.2 0.131
H -0.35347 -0.08633 -1.54896 -0.5 -0.2 0.4 0.123
O -1.45651 0.82505 2.10176 0.1 -0.9 -0.4 -0.137
C -2.29131 1.48415 1.43035 0.7 1.5 -0.3 -0.514
O -2.81040 1.02481 0.38131 0.3 -0.8 0.0 -0.131
H -2.42867 2.55705 1.68451 -0.4 -0.6 0.1 0.154
Fe -1.71170 -0.75757 0.71156 -0.4 0.1 0.3 1.048

11.
10
Properties=species:S:1:pos:R:3:forces:R:3:lowdin_charge:R:1 method="wB97M-V/def2-TZVPD" multiplicity=1 homo_energy_ev=-9.65 lumo_energy_ha=-0.0001 e_above_lowest_kcal_mol=25.4
C 2.61262 2.37348 0.06365 -0.6 -1.8 0.3 -0.332
C 0.77537 0.82578 0.08065 -0.7 1.3 0.5 -0.240
C 2.06992 1.08341 0.12525 0.8 -2.6 -0.4 -0.703
C 0.01782 -0.46160 -0.05702 1.0 -1.8 0.0 -0.134
N 3.04302 3.40522 -0.09558 1.1 2.6 -0.2 0.176
I 3.41616 -0.58922 -0.00661 -0.2 0.7 0.0 0.837
H 0.30430 1.81277 0.22130 -0.9 -0.8 -0.3 0.125
H 0.01959 -0.80854 -1.15896 0.5 0.3 1.7 0.109
H 0.47047 -1.29820 0.68912 -1.0 1.9 -2.0 0.108
H -1.04439 -0.37044 0.13862 0.0 0.3 0.4 0.054

12.
11
Properties=species:S:1:pos:R:3:forces:R:3:lowdin_charge:R:1 method="wB97M-V/def2-TZVPD" multiplicity=1 homo_energy_ev=-13.35 charge=+1 lumo_energy_ha=-0.2215 e_above_lowest_kcal_mol=0.0
C 0.58788 -0.15924 -0.00461 0.5 0.3 0.0 -0.405
C 0.47988 1.27734 -0.00660 1.1 0.3 0.0 0.054
C -1.55106 0.31516 0.00441 -0.2 -0.8 0.0 -0.013
C 1.69684 -0.94272 -0.01037 0.5 0.6 0.0 -0.503
N -0.70605 -0.69245 -0.00044 -1.2 0.3 0.0 0.148
N -0.86216 1.46811 0.00181 0.2 -0.1 0.0 0.074
I 3.60035 -0.19306 0.00369 -0.5 -0.3 0.0 1.061
H -2.62405 0.23005 0.01188 -0.1 -0.1 0.0 0.167
H 1.61891 -2.02282 -0.01966 0.0 0.0 0.0 0.060
H -0.96013 -1.67110 0.01472 -0.2 0.0 0.0 0.188
H -1.28039 2.39072 0.00518 -0.1 -0.1 0.0 0.168

13.
13
Properties=species:S:1:pos:R:3:forces:R:3:lowdin_charge:R:1 method="wB97M-V/def2-TZVPD" multiplicity=1 homo_energy_ev=-14.08 smiles="O=C1NC=[NH+]C(=O)[C@@H]1I" charge=+1 lumo_energy_ha=-0.2202
C 1.14531 0.02168 0.99269 -1.5 1.1 -1.6 0.021
C -0.12175 -1.30740 -0.54114 -2.2 2.7 -0.5 -0.405
C -0.31907 1.28842 -0.54582 -1.3 0.5 -2.2 -0.552
C -1.04028 -0.00537 -0.79321 -0.6 -1.7 -1.8 -0.475
N 0.94694 -1.10419 0.39080 -2.4 0.3 -1.8 0.203
N 0.45716 1.11177 0.60026 2.9 1.7 3.6 0.150
O -0.34845 -2.31967 -1.09337 0.6 -0.7 0.2 0.201
O -0.38006 2.36503 -1.09382 0.1 -1.9 1.0 0.174
I -2.75632 0.12930 0.57894 0.6 -0.3 -0.3 0.980
H 1.88497 -0.09565 1.73029 0.8 1.2 1.3 0.172
H -1.54024 -0.21027 -1.82946 1.2 0.8 1.9 0.146
H 1.44401 -1.91922 0.51995 1.8 -2.0 1.0 0.158
H 0.62779 2.04557 1.08388 0.1 -1.7 -0.6 0.226

14.
17
Properties=species:S:1:pos:R:3:forces:R:3:lowdin_charge:R:1 method="wB97M-V/def2-TZVPD" multiplicity=1 homo_energy_ev="-1.41 / -1.41" charge=-2 lumo_energy_ha="0.1864 / 0.1865" e_above_lowest_kcal_mol=0.0
C -0.88391 2.03342 0.05302 -1.0 1.9 -1.1 -0.363
C -1.71465 -0.13100 0.11998 -2.7 -3.2 1.6 -0.457
C 0.18265 1.09599 -0.06317 -2.0 1.4 0.5 -0.029
C 0.44599 -1.30323 0.02008 -2.5 0.2 0.7 -0.024
N -2.08509 1.16982 0.16052 4.3 -0.7 -0.1 0.191
N -0.25163 -0.18241 0.00790 0.1 -0.4 -0.6 -0.045
O 2.12550 -0.51471 1.87467 0.0 0.6 1.0 -0.343
O 2.97140 -0.63584 -0.45947 -0.2 2.6 0.7 -0.219
O -1.01455 3.30907 -0.02753 0.7 -3.9 0.6 -0.070
O -2.37593 -1.15698 0.39372 1.7 2.9 -1.1 0.016
O 2.48152 -2.87795 0.71616 -0.5 2.1 0.0 -0.395
P 2.11295 -1.40141 0.69927 1.1 -2.9 -0.8 0.188
I -2.78243 -0.30415 -3.43457 -0.1 0.0 -0.1 -0.817
H 1.18970 1.23894 -0.05518 2.2 0.9 -0.1 0.060
H 2.82750 0.34021 -0.15802 0.8 -2.4 -1.0 0.081
H -0.23874 -2.16614 0.01690 0.6 0.3 -0.1 0.111
H -2.99029 1.48635 0.13574 -2.3 0.7 -0.2 0.114

15.
14
Properties=species:S:1:pos:R:3:forces:R:3:lowdin_charge:R:1 method="wB97M-V/def2-TZVPD" multiplicity=1 homo_energy_ev=-3.93 charge=-1 lumo_energy_ha=0.0963 e_above_lowest_kcal_mol=8.0
O -0.34263 -3.35328 -0.41030 -0.5 -0.4 0.5 0.010
C 0.36269 -3.03743 -1.49663 0.4 -0.3 -0.6 -0.674
C -0.64285 -2.10339 0.29115 0.1 0.2 -0.1 -0.229
O 0.63351 -3.83726 -2.36800 -0.1 0.2 0.2 0.066
O 0.71438 -1.76755 -1.50131 0.1 0.5 -0.1 -0.051
C 0.44389 -1.16148 -0.15416 0.0 0.2 0.3 -0.249
H -0.64423 -2.29984 1.37036 0.0 0.0 -0.2 0.104
H -1.65893 -1.82249 -0.03077 0.2 -0.1 0.0 0.098
H 1.35345 -1.43678 0.41730 -0.2 0.0 -0.1 0.036
O -1.10939 4.10772 0.72382 -0.7 0.0 -2.0 -0.230
C -0.06827 4.82377 0.75941 -1.1 -2.3 4.8 -0.646
O 1.07557 4.31408 0.83595 0.8 1.2 -1.4 -0.213
H -0.37013 5.67992 1.45135 1.1 1.0 -1.5 0.117
K 0.25293 1.89400 0.11182 0.0 -0.2 0.0 0.859

16.
10
Properties=species:S:1:pos:R:3:forces:R:3:lowdin_charge:R:1 method="wB97M-V/def2-TZVPD" multiplicity=2 homo_energy_ev="-17.51 / -19.14" charge=+2 lumo_energy_ha="-0.4134 / -0.4145" s_squared=0.757 e_above_lowest_kcal_mol=22.3
O 1.10460 -0.56347 0.84877 0.9 1.5 -0.3 -0.183
C 0.25899 -1.41020 0.43704 0.4 1.5 -0.6 -0.132
C -0.93463 -0.95576 -0.24860 0.4 -5.1 1.0 -0.293
C -2.03086 -0.02127 0.24486 -0.3 0.9 0.5 -0.081
C -0.99862 0.49351 -0.65333 1.0 0.3 0.7 -0.128
H -1.22690 -2.07910 -0.42622 -1.1 2.6 -1.8 0.211
H 0.57538 -2.46495 0.34964 -0.2 0.3 0.7 0.174
H -2.04120 0.26642 1.30501 0.0 0.1 -0.4 0.134
H -3.02659 -0.27526 -0.14180 0.4 0.0 0.0 0.150
Lu 1.05027 1.41136 -0.09524 -1.5 -2.1 0.2 2.149

17.
10
Properties=species:S:1:pos:R:3:forces:R:3:lowdin_charge:R:1 method="wB97M-V/def2-TZVPD" multiplicity=1 homo_energy_ev="-8.26 / -8.27" lumo_energy_ha="-0.0086 / -0.0086" e_above_lowest_kcal_mol=128.5
N -0.61116 0.51597 1.34846 0.0 0.0 -0.1 0.068
C 0.14216 -0.02693 0.29185 0.1 -0.7 0.1 -0.353
C -0.31053 0.08442 -1.06476 -0.1 -0.3 -0.4 -0.097
C -0.74519 0.24562 -2.18210 0.3 -0.1 0.6 0.131
C 1.43379 -0.59440 0.56655 1.4 0.2 0.2 -0.348
N 2.52363 -1.01722 0.76349 -0.3 0.6 -0.1 0.146
H -0.37176 1.47671 1.58277 0.2 -0.3 0.0 0.100
H -1.60888 0.44913 1.18610 0.2 0.0 0.0 0.091
H 0.65475 -1.52195 0.68812 -1.7 0.7 -0.5 0.231
H -1.10682 0.38865 -3.18049 0.1 0.0 0.3 0.033

18.
10
Properties=species:S:1:pos:R:3:forces:R:3:lowdin_charge:R:1 method="wB97M-V/def2-TZVPD" multiplicity=1 homo_energy_ev=-9.46 lumo_energy_ha=-0.0108 e_above_lowest_kcal_mol=101.2
C -0.04246 -0.91405 -0.91271 1.2 -0.2 1.1 -0.022
C 0.56600 -0.91352 0.33296 -0.3 -0.3 1.4 -0.317
N 0.67941 0.10373 1.21257 -0.3 0.3 0.3 0.085
C -0.08503 1.12267 0.92563 0.1 0.1 0.0 -0.207
N -0.89054 1.26241 -0.16286 0.1 -0.8 0.0 0.069
C -0.80056 0.33564 -1.10077 0.7 -0.2 -0.1 -0.139
H 1.19070 -1.56139 -0.72068 -2.0 1.2 -2.8 0.214
H 0.95852 -1.87373 0.71365 0.0 0.2 0.3 0.109
H -0.10525 1.92264 1.66398 0.0 0.1 -0.3 0.109
H -1.47079 0.51560 -1.95177 0.6 -0.3 0.1 0.098